Record 1
Molecular formula: C44H120N10O17
Method: DFT, ωB97M-V/def2-TZVPD

CARTESIAN COORDINATES (ANGSTROEM)
C: -1.005 6.219 7.315
C: -2.237 6.830 6.512
C: -1.731 7.393 5.144
C: -1.402 6.370 4.088
C: -2.613 5.416 3.905
C: -3.180 4.802 5.211
N: -3.374 5.875 6.242
O: -4.094 5.584 7.356
C: -4.513 4.159 4.821
C: -2.283 3.638 5.688
C: -2.717 8.058 7.282
H: -0.628 6.972 8.007
H: -0.154 5.938 6.694
H: -1.284 5.323 7.871
H: -2.546 8.003 4.755
H: -0.856 8.026 5.290
H: -0.533 5.775 4.369
H: -1.125 6.928 3.194
H: -2.384 4.564 3.264
H: -3.347 5.986 3.334
H: -4.277 3.356 4.123
H: -5.116 3.805 5.657
H: -5.142 4.820 4.224
H: -1.254 3.937 5.892
H: -2.752 3.105 6.514
H: -2.215 2.856 4.932
H: -1.898 8.738 7.516
H: -3.002 7.732 8.283
H: -3.582 8.568 6.857
H: -3.554 4.894 7.748
C: 1.133 -0.121 -1.683
C: 0.300 -0.505 -0.470
C: -1.103 0.072 -0.661
C: -2.239 -0.463 0.150
C: -2.344 -1.978 -0.050
C: -1.014 -2.706 0.336
N: 0.153 -2.036 -0.386
O: 1.330 -2.804 -0.270
C: -0.840 -2.816 1.879
C: -1.117 -4.252 -0.108
C: 0.919 0.019 0.872
H: 0.700 -0.463 -2.623
H: 2.105 -0.613 -1.721
H: 1.421 0.929 -1.729
H: -1.108 1.148 -0.491
H: -1.300 0.011 -1.732
H: -3.199 -0.105 -0.220
H: -2.143 -0.361 1.231
H: -2.767 -2.237 -1.020
H: -3.124 -2.327 0.627
H: -0.726 -1.828 2.327
H: -1.664 -3.337 2.366
H: 0.085 -3.345 2.108
H: -0.143 -4.738 -0.159
H: -1.658 -4.905 0.578
H: -1.658 -4.333 -1.050
H: 1.434 0.979 0.833
H: 1.504 -0.744 1.386
H: 0.108 0.237 1.567
H: 1.556 -2.682 0.655
C: -6.228 -0.161 -3.941
O: -7.179 -0.950 -3.816
N: -6.214 1.065 -3.510
N: -5.101 -0.403 -4.628
H: -5.354 1.532 -3.759
H: -6.846 1.437 -2.815
H: -4.432 0.342 -4.760
H: -4.956 -1.307 -5.054
C: 7.846 -1.207 -5.880
O: 8.965 -1.082 -5.422
N: 6.796 -0.779 -5.241
N: 7.534 -1.882 -6.934
H: 7.038 -0.483 -4.306
H: 5.870 -0.748 -5.643
H: 6.582 -1.770 -7.253
H: 8.257 -2.151 -7.586
C: 0.726 -3.672 -5.263
O: 0.987 -3.726 -6.519
N: 1.646 -3.783 -4.358
N: -0.464 -3.535 -4.768
H: 2.576 -4.058 -4.638
H: 1.397 -3.508 -3.418
H: -1.209 -3.687 -5.432
H: -0.559 -3.587 -3.764
C: -5.063 -5.789 -4.454
O: -4.642 -5.113 -5.348
N: -4.574 -6.919 -4.203
N: -5.967 -5.476 -3.595
H: -4.091 -7.343 -4.982
H: -4.702 -7.416 -3.333
H: -6.267 -6.066 -2.833
H: -6.382 -4.565 -3.728
C: 4.448 -5.113 3.569
C: 4.784 -5.590 4.955
O: 3.608 -5.961 5.583
H: 4.144 -5.889 2.866
H: 5.368 -4.767 3.099
H: 3.769 -4.265 3.655
H: 5.326 -4.808 5.488
H: 5.476 -6.414 4.780
H: 3.384 -6.696 5.008
C: 8.295 5.869 -3.649
C: 7.723 4.435 -3.401
O: 6.355 4.271 -3.043
H: 7.960 6.455 -2.794
H: 7.874 6.257 -4.577
H: 9.365 5.918 -3.852
H: 8.301 3.869 -2.670
H: 7.850 3.777 -4.260
H: 6.254 3.327 -2.896
C: -9.636 1.910 1.439
C: -9.311 0.684 0.571
O: -9.766 1.010 -0.750
H: -9.335 1.674 2.460
H: -10.640 2.333 1.398
H: -8.922 2.687 1.165
H: -9.875 -0.177 0.928
H: -8.268 0.367 0.577
H: -9.399 0.332 -1.322
C: -1.156 3.444 -7.550
C: -1.239 2.593 -6.244
O: -2.461 2.715 -5.634
H: -1.969 3.171 -8.223
H: -0.202 3.319 -8.062
H: -1.126 4.476 -7.202
H: -0.452 3.104 -5.689
H: -0.914 1.580 -6.478
H: -2.537 3.645 -5.411
C: 7.928 -1.682 -0.052
C: 6.560 -1.034 -0.207
O: 6.734 0.230 -0.858
H: 8.097 -2.528 -0.719
H: 8.068 -2.016 0.976
H: 8.696 -0.917 -0.164
H: 6.220 -1.023 0.828
H: 5.913 -1.730 -0.742
H: 6.968 0.883 -0.194
C: 5.915 -6.529 -2.268
C: 6.712 -6.154 -3.516
O: 5.848 -5.508 -4.406
H: 6.668 -6.934 -1.593
H: 5.161 -7.291 -2.467
H: 5.446 -5.707 -1.726
H: 7.277 -6.988 -3.935
H: 7.496 -5.471 -3.190
H: 6.399 -5.035 -5.034
C: 1.965 6.580 -3.271
C: 2.161 6.864 -1.777
O: 3.534 6.753 -1.460
H: 2.406 7.360 -3.891
H: 0.883 6.538 -3.396
H: 2.299 5.586 -3.568
H: 1.650 6.106 -1.184
H: 1.747 7.819 -1.452
H: 3.844 5.931 -1.846
C: 4.637 1.215 5.163
C: 4.619 1.950 6.520
O: 5.816 2.711 6.439
H: 4.421 1.914 4.355
H: 3.906 0.409 5.235
H: 5.546 0.710 4.838
H: 4.549 1.242 7.346
H: 3.682 2.507 6.549
H: 5.643 3.486 5.900
C: 2.469 -9.369 1.689
C: 1.511 -9.033 2.792
O: 2.130 -9.315 4.024
H: 2.435 -10.448 1.533
H: 3.513 -9.167 1.927
H: 2.063 -9.006 0.745
H: 0.631 -9.664 2.666
H: 1.178 -7.996 2.771
H: 2.462 -10.183 4.265
C: -4.581 5.432 -1.803
C: -4.552 6.092 -3.220
O: -3.276 5.947 -3.784
H: -5.572 5.361 -1.357
H: -3.910 6.055 -1.212
H: -4.218 4.406 -1.872
H: -4.858 7.138 -3.198
H: -5.261 5.674 -3.935
H: -2.794 6.773 -3.699
C: -6.250 -5.871 3.202
C: -7.438 -5.628 2.294
O: -7.892 -6.853 1.742
H: -5.748 -4.966 3.542
H: -5.571 -6.601 2.761
H: -6.626 -6.415 4.068
H: -7.144 -4.847 1.594
H: -8.331 -5.217 2.764
H: -8.652 -6.668 1.187

- E_tot (Eh) = -3574.7891
- HOMO level (eV) = -8.4

***

Record 2
Molecular formula: C26H40F5N3O25S2
Method: DFT, ωB97M-V/def2-TZVPD

CARTESIAN COORDINATES (ANGSTROEM)
O: 1.291 0.099 6.551
C: 0.223 0.349 7.112
O: -0.886 -0.413 7.061
C: -1.862 0.095 7.937
C: -1.239 1.362 8.477
F: -0.913 1.131 9.740
O: -0.022 1.551 7.730
H: -2.751 0.378 7.374
H: -2.178 -0.619 8.698
H: -1.885 2.240 8.432
O: 0.771 3.510 2.873
C: 1.688 4.266 3.242
O: 2.776 4.628 2.554
C: 3.723 5.287 3.317
C: 2.890 5.676 4.532
F: 2.538 7.020 4.573
O: 1.713 4.994 4.409
H: 4.550 4.668 3.662
H: 4.184 6.119 2.784
H: 3.496 5.369 5.385
O: -9.625 0.123 5.402
C: -8.659 -0.290 4.737
O: -7.415 -0.418 5.244
C: -6.631 -1.085 4.342
C: -7.617 -1.558 3.193
F: -8.043 -2.826 3.254
O: -8.740 -0.728 3.550
H: -5.922 -0.355 3.951
H: -6.077 -1.877 4.845
H: -7.200 -1.340 2.210
O: 5.039 -5.911 6.304
C: 4.409 -6.345 5.319
O: 4.815 -7.402 4.646
C: 4.154 -7.457 3.444
C: 2.858 -6.616 3.747
F: 1.779 -7.367 4.120
O: 3.222 -5.873 4.834
H: 4.680 -6.769 2.783
H: 3.954 -8.452 3.045
H: 2.509 -5.868 3.035
O: -4.083 -2.195 -8.817
C: -4.354 -1.565 -7.780
O: -5.157 -1.932 -6.837
C: -5.537 -0.860 -6.025
C: -4.531 0.144 -6.406
F: -3.702 0.197 -5.333
O: -3.856 -0.372 -7.526
H: -6.493 -0.472 -6.378
H: -5.658 -0.988 -4.949
H: -4.881 1.166 -6.556
C: -5.279 -5.092 -0.753
N: -5.196 -3.918 -1.657
O: -5.952 -2.973 -1.431
O: -4.359 -4.026 -2.572
H: -4.420 -5.757 -0.851
H: -6.268 -5.546 -0.817
H: -5.105 -4.710 0.253
C: 1.373 -1.155 -6.494
N: 0.651 -2.323 -7.037
O: 0.061 -2.194 -8.102
O: 0.508 -3.307 -6.275
H: 2.076 -0.865 -7.275
H: 1.910 -1.457 -5.595
H: 0.654 -0.360 -6.295
C: 0.115 4.885 -2.428
N: -0.492 6.207 -2.328
O: -1.029 6.707 -3.263
O: -0.505 6.803 -1.295
H: 0.437 4.587 -1.430
H: 1.016 4.911 -3.042
H: -0.586 4.206 -2.913
O: 4.385 2.081 -3.775
S: 5.759 1.805 -3.369
O: 5.985 0.946 -2.239
C: 6.906 1.613 -4.821
C: 7.429 3.046 -5.227
C: 6.897 4.110 -4.251
C: 6.561 3.441 -2.923
H: 6.211 1.108 -5.492
H: 7.803 1.053 -4.557
H: 8.510 3.079 -5.087
H: 7.170 3.335 -6.246
H: 6.041 4.601 -4.713
H: 7.658 4.876 -4.107
H: 5.978 3.999 -2.189
H: 7.484 3.173 -2.410
O: -1.458 -2.667 0.379
S: -1.190 -1.369 0.896
O: -2.045 -0.902 1.980
C: 0.615 -1.116 1.130
C: 1.179 -0.332 -0.047
C: 0.090 -0.276 -1.189
C: -1.359 -0.141 -0.534
H: 1.069 -2.041 1.484
H: 0.738 -0.399 1.942
H: 1.373 0.676 0.320
H: 2.198 -0.655 -0.263
H: 0.203 -1.136 -1.849
H: 0.310 0.650 -1.719
H: -2.107 -0.465 -1.258
H: -1.348 0.864 -0.111

- relative energy (zero: lowest compared OMol25 entry of this formula, charge and spin) (kcal/mol) = 0.00
- E_tot (Eh) = -4355.2909
- HOMO level (eV) = -10.4
- SMILES = O=C1OC[C@@H](F)O1.O=C1OC[C@@H](F)O1.O=C1OC[C@@H](F)O1.O=C1OC[C@@H](F)O1.O=C1OC[C@@H](F)O1.C[N+](=O)[O-].C[N+](=O)[O-].C[N+](=O)[O-].O=S1(=O)CCCC1.O=S1(=O)CCCC1

***

Record 3
Molecular formula: C28H30N6O2
Method: DFT, ωB97M-V/def2-TZVPD

CARTESIAN COORDINATES (ANGSTROEM)
C: -3.468 -2.534 -0.688
C: -3.038 -1.258 -1.398
C: -2.076 -0.447 -0.510
C: -1.847 0.928 -1.051
N: -0.702 1.408 -1.485
N: -0.904 2.686 -1.774
N: -2.102 3.020 -1.550
N: -2.752 1.941 -1.093
C: -4.166 2.039 -0.826
C: -4.636 1.246 0.346
C: -4.296 1.254 1.666
C: -5.115 0.279 2.286
C: -5.897 -0.239 1.302
O: -5.615 0.337 0.121
N: -0.856 -1.190 -0.269
C: 0.027 -1.358 -1.409
C: 0.488 -2.821 -1.563
C: 1.592 -3.186 -0.616
C: 2.874 -2.683 -0.818
C: 3.899 -2.985 0.061
C: 3.659 -3.800 1.155
C: 2.390 -4.314 1.359
C: 1.366 -4.010 0.479
C: -0.183 -0.875 0.986
C: 0.595 0.415 0.966
C: 1.908 0.448 0.637
C: 2.622 1.673 0.485
C: 3.969 1.731 0.112
C: 4.614 2.938 -0.053
C: 6.056 3.009 -0.455
C: 3.894 4.120 0.158
C: 2.570 4.095 0.529
C: 1.920 2.872 0.700
N: 0.613 2.803 1.093
C: -0.121 1.653 1.245
O: -1.288 1.725 1.611
H: -4.075 -3.151 -1.346
H: -2.592 -3.097 -0.381
H: -4.051 -2.296 0.200
H: -3.917 -0.655 -1.629
H: -2.550 -1.508 -2.342
H: -2.560 -0.314 0.465
H: -4.724 1.710 -1.712
H: -4.355 3.107 -0.677
H: -3.530 1.846 2.121
H: -5.118 0.009 3.322
H: -6.663 -0.988 1.309
H: 0.901 -0.700 -1.342
H: -0.509 -1.072 -2.313
H: 0.844 -2.951 -2.588
H: -0.369 -3.477 -1.411
H: 3.067 -2.052 -1.674
H: 4.889 -2.587 -0.108
H: 4.458 -4.036 1.842
H: 2.197 -4.956 2.207
H: 0.377 -4.412 0.646
H: 0.496 -1.701 1.206
H: -0.947 -0.824 1.766
H: 2.446 -0.477 0.476
H: 4.499 0.803 -0.050
H: 6.631 3.560 0.289
H: 6.157 3.530 -1.406
H: 6.481 2.015 -0.557
H: 4.393 5.069 0.025
H: 2.025 5.015 0.686
H: 0.108 3.671 1.235

- relative energy (zero: lowest compared OMol25 entry of this formula, charge and spin) (kcal/mol) = 4.61
- E_tot (Eh) = -1563.9872
- HOMO level (eV) = -8.0
- SMILES = CC[C@H](c1nnnn1Cc1ccco1)N(CCc1ccccc1)Cc1cc2cc(C)ccc2[nH]c1=O

***

Record 4
Molecular formula: C11H12MoNO2Se3Te
Method: DFT, ωB97M-V/def2-TZVPD

CARTESIAN COORDINATES (ANGSTROEM)
Mo: -0.971 -0.061 0.028
C: 0.399 2.345 2.520
C: -0.216 0.995 2.358
C: 0.585 -0.181 2.371
C: 0.030 -1.445 2.240
C: -1.364 -1.588 2.132
C: -2.184 -0.447 2.134
C: -1.611 0.834 2.225
H: 0.660 2.773 1.548
H: 1.325 2.279 3.091
H: -0.284 3.030 3.019
H: 1.656 -0.077 2.494
H: 0.666 -2.322 2.270
H: -1.811 -2.575 2.121
H: -3.262 -0.553 2.150
H: -2.258 1.697 2.322
Se: -1.810 1.759 -0.908
Se: -3.136 1.012 -3.525
Te: -2.630 -1.211 -3.464
Se: -2.341 -1.761 -0.905
O: 1.261 0.514 0.008
C: 1.448 0.016 -1.121
C: 2.609 -0.087 -2.043
C: 1.960 -0.733 -3.286
C: 0.507 -0.889 -2.911
O: -0.405 -1.199 -3.690
N: 0.324 -0.522 -1.619
H: 3.398 -0.694 -1.591
H: 3.046 0.896 -2.230
H: 2.381 -1.702 -3.564
H: 2.028 -0.103 -4.175

- E_tot (Eh) = -8171.0609
- HOMO level (spin up / spin down) (eV) = -19.3 / -19.3
- total charge = +3

***

Q: Which of these has the lowest E_tot?
A: C11H12MoNO2Se3Te

***

Q: The highest E_tot belongs to which entry?
A: C28H30N6O2

***

Q: Which formula does entry 1 have?
A: C44H120N10O17